Record 1
{
  "formula": "C18H27F6N9P",
  "method": "ωB97M-V with the def2-TZVPD basis set",
  "symbols": ["P", "F", "F", "F", "F", "F", "F", "C", "C", "N", "H", "H", "H", "C", "C", "N", "H", "H", "H", "C", "C", "N", "H", "H", "H", "C", "C", "N", "H", "H", "H", "C", "C", "N", "H", "H", "H", "C", "C", "N", "H", "H", "H", "C", "C", "N", "H", "H", "H", "C", "C", "N", "H", "H", "H", "C", "C", "N", "H", "H", "H"],
  "xyz": [[-0.9187, 0.7749, -0.0389], [-1.5026, -0.7561, -0.0102], [-0.2404, 0.5023, 1.4457], [0.4596, 0.1437, -0.6370], [-0.2551, 2.3082, -0.0196], [-1.6146, 1.0261, -1.5260], [-2.2336, 1.2601, 0.6773], [2.7250, 8.1037, 0.1546], [1.3865, 8.7771, 0.0316], [0.3751, 9.3167, -0.0659], [2.8981, 7.7200, -0.8508], [2.8195, 7.2639, 0.8431], [3.5300, 8.7642, 0.4768], [5.2100, -2.7847, -3.8788], [4.2851, -2.3884, -4.9358], [3.5374, -2.1621, -5.7846], [5.6196, -3.7779, -4.0630], [4.6880, -2.8027, -2.9220], [6.0343, -2.0877, -3.7279], [-1.1954, -5.7965, -4.0887], [-1.4364, -5.7824, -5.5387], [-1.5679, -5.7684, -6.6874], [-2.2087, -5.9851, -3.7340], [-0.8787, -4.7987, -3.7849], [-0.4779, -6.5610, -3.7906], [2.0785, -5.0296, 1.5795], [0.9487, -4.8797, 2.6094], [0.0543, -4.8176, 3.3735], [3.0178, -4.9007, 2.1172], [2.0413, -4.1868, 0.8893], [2.0689, -5.9650, 1.0200], [-3.3004, -0.7575, -7.3332], [-4.4727, -1.5478, -7.0590], [-5.4514, -2.2015, -6.9007], [-3.1733, -0.6588, -8.4113], [-2.3994, -1.2150, -6.9246], [-3.3754, 0.2399, -6.9000], [0.5612, 1.3953, 7.6177], [-0.5260, 0.5377, 7.2228], [-1.3809, -0.1522, 6.9040], [1.2268, 1.1790, 6.7820], [1.0557, 1.0988, 8.5427], [0.3376, 2.4592, 7.5394], [5.7677, 0.4108, 2.6488], [6.5501, -0.6701, 2.1674], [7.1120, -1.6254, 1.7200], [5.7816, 0.3334, 3.7360], [4.7734, 0.6059, 2.2470], [6.3385, 1.2971, 2.3717], [-2.5213, 6.4070, 4.0217], [-3.5550, 7.3983, 3.6859], [-4.3787, 8.1435, 3.3656], [-2.0780, 6.1400, 3.0624], [-2.8884, 5.4582, 4.4130], [-1.8990, 6.8756, 4.7842], [-6.4119, -2.5465, -0.2358], [-5.9099, -2.7875, 1.1630], [-5.5291, -2.9596, 2.2845], [-5.8252, -3.1049, -0.9653], [-6.2749, -1.4808, -0.4190], [-7.4017, -3.0020, -0.2638]],
  "atomic_forces_ev_per_a": [[1.171, -1.026, 0.595], [-0.138, 0.274, -0.341], [-0.267, 0.392, -0.144], [-0.247, 0.776, -0.942], [-0.711, -1.213, -0.437], [1.084, -0.066, 1.062], [-0.783, 0.880, 0.174], [-0.610, 0.160, -0.531], [0.889, -0.364, 0.897], [0.404, -0.216, -0.053], [0.469, -0.007, 0.075], [-0.868, -0.011, 0.003], [-0.296, 0.429, -0.394], [0.055, 0.074, 0.565], [-0.326, -0.063, -0.598], [0.563, -0.044, 0.600], [-0.081, 0.073, -0.121], [-0.160, -0.104, -0.063], [-0.060, 0.074, -0.382], [-0.857, 0.298, -0.834], [0.837, -0.044, -1.152], [-0.064, -0.031, 1.073], [0.262, -0.116, 0.841], [0.026, -0.141, 0.143], [-0.207, 0.076, -0.071], [-0.868, 0.950, 1.309], [-1.416, -0.441, 0.626], [2.815, -0.167, -2.224], [0.016, -0.305, 0.011], [-0.291, -0.071, -0.045], [-0.262, 0.038, 0.344], [0.701, 0.441, -0.098], [-4.122, -2.752, 0.612], [3.691, 2.477, -0.516], [-0.013, -0.005, 0.018], [-0.104, -0.132, 0.010], [-0.153, -0.050, 0.010], [0.821, -0.111, -1.093], [-0.820, 0.060, 0.738], [-0.275, -0.263, -0.114], [0.768, 0.345, 0.167], [-0.297, 0.134, -0.026], [-0.217, -0.168, 0.352], [0.382, 1.689, 0.705], [2.076, -5.667, -3.018], [-2.144, 4.190, 2.032], [-0.385, 0.252, 0.027], [0.000, -0.812, -0.046], [0.018, 0.329, 0.265], [-0.530, 0.295, -0.242], [-1.098, -0.022, -0.167], [0.831, -0.545, 0.395], [0.743, 0.224, 0.289], [-0.501, 0.289, 0.117], [0.539, -0.263, -0.422], [0.873, -0.739, 1.403], [1.598, -0.732, 3.890], [-1.817, 0.726, -5.038], [0.282, 0.074, 0.204], [-0.663, -0.106, -0.232], [-0.263, 0.779, -0.206]],
  "e_tot_ha": -2135.59225,
  "homo_energy_ev": -8.52,
  "total_charge": -1,
  "e_above_lowest_kj_mol": 300.9
}

***

Record 2
{
  "formula": "C10H12F2NO7PS",
  "method": "ωB97M-V with the def2-TZVPD basis set",
  "symbols": ["O", "O", "O", "O", "F", "F", "O", "O", "O", "C", "C", "C", "C", "C", "C", "C", "N", "C", "C", "C", "P", "S", "H", "H", "H", "H", "H", "H", "H", "H", "H", "H", "H", "H"],
  "xyz": [[1.1093, -2.0063, -1.3589], [-1.2419, 0.7603, 3.0349], [-1.7104, -1.5484, 0.7829], [-2.3299, 0.7138, 0.0465], [-0.5376, 5.1970, 0.6155], [3.5780, 3.3975, -1.0120], [-2.3252, -3.1357, -1.5650], [1.1697, 0.7492, 3.3268], [-0.1791, -1.3965, 2.9576], [-0.1029, -2.0520, -1.4955], [1.4910, 4.2930, -0.2302], [-0.1763, 2.8459, 0.6584], [1.8333, 1.9203, -0.2891], [0.2303, 4.1361, 0.3440], [2.3019, 3.2153, -0.5793], [0.6021, 1.7033, 0.3781], [-0.8805, -3.1855, -1.6761], [-0.3134, -4.4836, -2.0409], [-0.8073, -0.7177, -1.5496], [0.2620, 0.3102, 0.8068], [-0.0334, 0.1081, 2.5193], [-1.2671, -0.3006, 0.0982], [-2.6086, -2.9032, -0.6682], [0.9113, 0.4948, 4.2050], [-0.9273, -1.6875, 2.3944], [1.8565, 5.3108, -0.4046], [-1.1166, 2.7388, 1.2150], [2.5027, 1.0754, -0.4999], [0.7252, -4.5668, -1.7815], [-0.4073, -4.6306, -3.1336], [-0.8730, -5.2960, -1.5481], [-1.6814, -0.7486, -2.1449], [-0.1343, 0.0307, -1.9403], [1.0804, -0.3413, 0.5343]],
  "atomic_forces_ev_per_a": [[-0.175, -1.044, -0.083], [-0.817, 0.766, -1.127], [1.301, 1.128, -0.837], [2.309, -1.065, -0.075], [0.290, -0.324, -0.024], [-1.160, -0.051, 0.049], [1.595, 0.014, -1.403], [1.278, -0.865, -1.525], [1.348, -0.760, -0.951], [-0.424, -0.255, -0.567], [0.611, 1.490, -0.594], [-1.271, -0.392, 0.926], [0.581, -0.366, 0.024], [1.210, -1.694, -0.509], [-1.125, -0.765, 1.315], [0.998, 2.274, -0.880], [-0.083, 0.718, 1.027], [-1.298, -0.405, -0.475], [0.266, -0.611, 0.461], [0.280, 0.131, -0.589], [-2.027, 1.572, 4.136], [-4.376, 0.409, -0.079], [0.897, 0.025, 0.439], [0.192, 0.193, 1.406], [-0.117, -0.570, 0.253], [-0.089, -0.358, 0.011], [0.335, -0.112, -0.320], [-0.321, 0.318, 0.044], [0.390, 0.370, 0.305], [0.016, 0.065, 0.453], [0.209, 0.481, -0.080], [-1.170, 0.051, -0.334], [0.282, 0.186, 0.046], [0.065, -0.552, -0.444]],
  "e_tot_ha": -1908.97468,
  "homo_energy_ev": -9.85
}

***

Record 3
{
  "formula": "C28H19BrCaF6N2O6S6",
  "method": "ωB97M-V with the def2-TZVPD basis set",
  "symbols": ["Ca", "S", "C", "C", "C", "C", "C", "C", "S", "C", "C", "C", "C", "C", "C", "C", "S", "C", "C", "C", "C", "C", "C", "S", "N", "H", "H", "H", "H", "H", "H", "H", "H", "H", "H", "H", "H", "H", "H", "H", "F", "C", "F", "F", "S", "O", "O", "N", "S", "O", "O", "C", "F", "F", "F", "Br", "C", "C", "C", "C", "C", "C", "C", "O", "O", "H", "H", "H", "H"],
  "xyz": [[-0.1870, 0.4725, 0.0823], [1.7097, -0.5391, 1.9684], [2.3351, -2.1113, 1.5465], [3.5071, -2.2421, 0.7854], [4.0642, -3.4690, 0.4813], [3.4661, -4.6423, 0.9261], [2.3093, -4.5471, 1.6825], [1.7456, -3.3138, 2.0047], [0.3380, -3.3397, 3.0896], [-1.0097, -2.8026, 1.9774], [-1.9960, -1.9754, 2.7461], [-3.0102, -2.6061, 3.4621], [-3.8471, -1.8389, 4.2545], [-3.6258, -0.4750, 4.3252], [-2.6024, 0.0814, 3.5590], [-2.3313, 1.5650, 3.6390], [-0.5545, 1.8870, 3.7037], [-0.4166, 3.5227, 3.0320], [0.3141, 4.4313, 3.7978], [0.6195, 5.6953, 3.3219], [0.1624, 6.0633, 2.0593], [-0.5720, 5.1705, 1.3017], [-0.8732, 3.8749, 1.7490], [-1.7966, 2.8163, 0.7044], [-1.8283, -0.6513, 2.7645], [3.9807, -1.3316, 0.4370], [4.9688, -3.5079, -0.1161], [3.8863, -5.6104, 0.6829], [1.8150, -5.4410, 2.0434], [-1.5030, -3.6806, 1.5589], [-0.5758, -2.2340, 1.1624], [-3.1147, -3.6815, 3.3996], [-4.6462, -2.2981, 4.8245], [-4.2302, 0.1617, 4.9583], [-2.8378, 1.9546, 4.5237], [-2.7263, 2.0540, 2.7429], [0.6518, 4.1257, 4.7809], [1.2006, 6.3800, 3.9281], [0.3851, 7.0454, 1.6578], [-0.9117, 5.4481, 0.3118], [2.5184, 0.6455, -2.9711], [1.5499, 1.3009, -3.6157], [0.9108, 0.4339, -4.3904], [2.1315, 2.2199, -4.3869], [0.3748, 2.0812, -2.3655], [1.1593, 2.0056, -1.1521], [-0.7472, 1.1838, -2.3165], [0.1326, 3.5265, -2.8368], [-0.6962, 3.8838, -4.1684], [-0.4839, 2.9674, -5.2477], [-0.5321, 5.2898, -4.3721], [-2.4988, 3.6618, -3.6997], [-3.1789, 4.7651, -4.0342], [-3.0342, 2.6460, -4.3679], [-2.6434, 3.4588, -2.4061], [0.9151, -4.7864, -6.0658], [1.1584, -3.7384, -4.4863], [2.4405, -3.3289, -4.1522], [2.6107, -2.5746, -3.0033], [1.5188, -2.2331, -2.2165], [0.2435, -2.6450, -2.5692], [0.0629, -3.4146, -3.7159], [-0.9751, -2.2847, -1.7269], [-2.0556, -2.7838, -2.0256], [-0.7584, -1.4496, -0.7894], [3.2807, -3.5988, -4.7777], [3.6025, -2.2511, -2.7145], [1.6678, -1.6570, -1.3132], [-0.9372, -3.7352, -3.9728]],
  "atomic_forces_ev_per_a": [[-0.315, -0.002, 1.040], [-0.040, 0.182, -0.211], [-0.165, -0.091, 0.162], [0.072, 0.066, -0.106], [-0.002, -0.039, -0.036], [0.009, 0.019, 0.004], [-0.008, -0.041, 0.003], [0.027, -0.041, -0.063], [0.021, 0.039, 0.016], [-0.084, -0.013, -0.076], [0.021, -0.080, 0.008], [-0.018, 0.033, 0.067], [0.061, 0.026, -0.050], [-0.001, -0.050, -0.032], [0.066, 0.264, 0.106], [-0.321, -0.227, 0.090], [0.103, -0.015, -0.163], [0.042, -0.042, 0.195], [0.017, 0.104, 0.009], [-0.039, 0.008, -0.045], [0.011, -0.042, 0.068], [0.007, 0.090, -0.021], [-0.045, -0.083, -0.063], [0.085, -0.185, -0.297], [0.062, -0.149, -0.145], [-0.022, 0.007, 0.012], [0.003, -0.019, 0.003], [-0.004, -0.002, 0.000], [0.012, -0.013, -0.018], [0.040, -0.009, -0.007], [0.018, -0.008, 0.078], [-0.019, -0.004, 0.006], [0.004, -0.009, 0.002], [0.003, 0.002, 0.006], [0.084, 0.114, -0.001], [0.061, -0.020, 0.014], [-0.010, -0.021, -0.001], [-0.001, 0.007, -0.011], [0.012, 0.002, 0.010], [-0.007, -0.015, -0.009], [0.008, -0.010, 0.078], [-0.075, -0.022, -0.113], [-0.049, -0.003, -0.043], [0.066, 0.083, 0.020], [0.705, -0.557, -0.436], [0.366, 0.663, 0.188], [-0.671, -0.267, -0.275], [-0.321, 0.267, -0.322], [0.478, 0.167, 0.696], [-0.032, -0.065, -0.111], [-0.148, 0.022, -0.199], [0.006, 0.050, 0.093], [-0.024, 0.148, -0.080], [0.011, -0.181, -0.065], [-0.045, 0.017, 0.096], [0.000, -0.006, -0.005], [0.047, 0.018, -0.005], [-0.018, -0.028, -0.034], [0.001, -0.011, 0.032], [0.075, -0.041, 0.001], [0.026, -0.102, 0.042], [-0.069, 0.016, 0.005], [-0.240, 0.165, -0.285], [0.071, -0.135, 0.081], [0.105, 0.052, 0.038], [0.003, 0.006, 0.006], [0.007, 0.007, 0.001], [-0.026, -0.004, 0.037], [0.003, 0.010, 0.015]],
  "e_tot_ha": -7879.59765,
  "homo_energy_ev": -2.59,
  "total_charge": -2,
  "e_above_lowest_kj_mol": 79.9
}